DFT (ωB97M-V/def2-TZVPD) results for a cluster of 2 separate species, C3H11NO in total.

Properties
- HOMO level (eV) = -9.980
- total charge = 0
- ΔE to the lowest compared entry with this formula, charge and spin (kcal per mole) = 9.44
- SMILES string = CC(C)N.O
- M (g/mol) = 77.1

XYZ file:
```
16
Properties=species:S:1:pos:R:3:lowdin_charge:R:1
C -0.8195 2.0046 -0.7079 -0.065
C -0.4238 0.5268 -0.3974 -0.470
C -1.6131 -0.4621 -0.2459 -0.078
N 0.3931 0.3124 0.8400 -0.007
H -1.0682 2.0961 -1.7633 0.072
H 0.0556 2.5684 -0.3943 0.065
H -1.6627 2.3428 -0.0969 0.072
H 0.1743 0.1946 -1.2420 0.116
H -1.2961 -1.3638 0.2799 0.064
H -1.9470 -0.6666 -1.2710 0.076
H -2.3793 -0.0604 0.4226 0.071
H 1.3629 0.5932 0.6904 0.071
H 0.1333 0.9957 1.5550 0.078
O 2.1508 -2.1940 0.4778 -0.074
H 1.4690 -1.6241 0.8568 -0.010
H 2.2408 -1.9039 -0.4338 0.023
```


DFT (ωB97M-V/def2-TZVPD) results for the molecule C13H21BrN2O3S.

Properties
- HOMO level (eV) = -8.413
- total charge = 0
- ΔE to the lowest compared entry with this formula, charge and spin (kcal per mole) = 1.02
- SMILES string = CCN(CC)CCNS(=O)(=O)c1ccc(OC)c(Br)c1
- M (g/mol) = 365.3

XYZ file:
```
41
Properties=species:S:1:pos:R:3:lowdin_charge:R:1
C 3.2748 -1.1704 -0.0047 -0.069
C 2.8762 0.2990 -0.0997 -0.249
N 2.0437 0.5350 -1.2664 -0.197
C 2.1559 1.8679 -1.8287 -0.261
C 3.4090 2.0034 -2.6893 -0.086
C 0.6839 0.0642 -1.1017 -0.201
C 0.2874 -0.8526 -2.2632 -0.212
N -1.0378 -1.3951 -2.0236 -0.130
S -1.1710 -2.4691 -0.7410 0.652
O 0.1052 -3.0180 -0.3825 -0.286
O -2.2418 -3.3610 -1.0763 -0.286
C -1.7272 -1.4002 0.5784 -0.295
C -2.8883 -0.6760 0.4099 -0.047
C -3.3402 0.1572 1.4202 0.006
C -2.6232 0.2679 2.6103 -0.319
O -2.9567 1.0424 3.6597 -0.130
C -4.1347 1.8126 3.6027 -0.069
C -1.4472 -0.4838 2.7522 -0.582
Br -0.4836 -0.3143 4.3662 0.810
C -0.9987 -1.3179 1.7510 -0.104
H 3.8489 -1.4503 -0.8837 0.077
H 3.8845 -1.3334 0.8807 0.072
H 2.4019 -1.8163 0.0494 0.051
H 2.3678 0.6118 0.8296 0.121
H 3.7794 0.9031 -0.1988 0.106
H 2.1573 2.6446 -1.0439 0.120
H 1.2836 2.0380 -2.4639 0.111
H 4.3106 1.9019 -2.0920 0.061
H 3.4140 1.2288 -3.4507 0.073
H 3.4249 2.9771 -3.1726 0.068
H -0.0411 0.8888 -1.0265 0.132
H 0.6107 -0.5219 -0.1859 0.080
H 0.2701 -0.2903 -3.1986 0.123
H 1.0365 -1.6486 -2.3399 0.116
H -1.4504 -1.8223 -2.8396 0.106
H -3.4343 -0.7743 -0.5136 0.119
H -4.2501 0.7182 1.2800 0.109
H -5.0191 1.1803 3.4826 0.100
H -4.0933 2.5460 2.7921 0.099
H -4.1877 2.3316 4.5580 0.098
H -0.0998 -1.9040 1.8637 0.113
```


DFT (ωB97M-V/def2-TZVPD) results for a structure of composition C16H25ClN2OPd.

Properties
- HOMO level (spin up / spin down) (eV) = -14.861 / -15.187
- total charge = +2
- M (g/mol) = 403.3
- multiplicity = 5

XYZ file:
```
46
Properties=species:S:1:pos:R:3:lowdin_charge:R:1
C -4.5737 3.0783 -3.1437 -0.601
C -5.8344 2.2523 -2.9415 -0.083
C -4.7082 4.4759 -2.5595 -0.086
C -4.1285 3.0997 -4.5981 -0.089
Cl -2.9603 2.1021 -2.0734 0.451
H -5.4935 5.0534 -3.0759 0.120
H -3.7722 5.0289 -2.6818 0.090
H -4.9946 4.4209 -1.5046 0.090
H -6.6919 2.6939 -3.4774 0.121
H -6.1048 2.2200 -1.8816 0.090
H -5.6965 1.2425 -3.3395 0.091
H -4.8738 3.5938 -5.2421 0.120
H -4.0086 2.0769 -4.9685 0.090
H -3.1937 3.6600 -4.6955 0.089
C -0.5023 -0.3631 2.2335 -0.027
C -0.4723 1.0457 2.0969 -0.019
C -1.5783 1.4553 1.2601 -0.168
H 0.2640 1.7157 2.5399 0.128
C -2.2798 0.2261 0.8443 -0.170
C -1.5358 -0.8864 1.4237 0.009
H -1.7701 -1.9408 1.2737 0.127
H 0.1323 -0.9353 2.9072 0.124
H -1.9434 2.4809 1.1151 0.126
H -3.2913 0.1875 0.4327 0.114
C 1.3836 -0.1955 -1.6999 0.037
C 2.1368 0.1711 -0.5490 -0.018
C 1.6812 1.4355 -0.0969 0.006
H 3.0645 -0.2829 -0.2246 0.125
C 0.6990 1.9467 -1.0131 -0.146
C 0.5107 0.8913 -2.0514 -0.141
H -0.0194 1.0330 -2.9925 0.116
H 1.4600 -1.1398 -2.2380 0.142
H 2.0080 1.9361 0.8073 0.130
H 0.3082 2.9694 -1.0681 0.129
Pd -1.2255 1.0577 -0.8039 0.679
C 0.8844 -4.0268 1.8684 -0.061
N 2.1047 -3.3554 2.2038 0.021
C 2.4511 -2.1466 1.6885 -0.565
N 3.6848 -1.7138 2.1145 0.178
O 1.7375 -1.5286 0.8867 -0.023
H 0.3651 -3.3972 1.1491 0.068
H 0.2561 -4.1607 2.7587 0.096
H 1.0936 -5.0073 1.4176 0.103
H 2.7874 -3.8484 2.7848 0.161
H 3.8806 -0.7339 1.9349 0.109
H 4.0367 -2.0908 2.9862 0.118
```


DFT (ωB97M-V/def2-TZVPD) results for the molecule C12H16BrN3O.

Properties
- HOMO level (eV) = -8.853
- total charge = 0
- SMILES string = CN1CCN(NC(=O)c2cccc(Br)c2)CC1
- M (g/mol) = 298.2

XYZ file:
```
33
Properties=species:S:1:pos:R:3:lowdin_charge:R:1
C -3.4410 -0.4811 2.1405 -0.095
N -3.1995 -0.6522 0.7249 -0.260
C -4.0170 0.2514 -0.0732 -0.178
C -3.7581 -0.0083 -1.5761 -0.138
N -2.6324 -0.8938 -1.7916 -0.142
N -1.4379 -0.3030 -1.3626 0.076
C -0.3305 -0.3012 -2.1384 -0.441
O -0.2924 -0.7019 -3.2807 0.082
C 0.8743 0.2880 -1.4615 -0.127
C 1.7991 0.9614 -2.2540 -0.014
C 2.9374 1.5105 -1.6930 -0.064
C 3.1762 1.3846 -0.3346 -0.127
C 2.2616 0.6949 0.4423 -0.668
Br 2.5852 0.4973 2.3130 0.719
C 1.1141 0.1439 -0.0996 -0.082
C -2.8620 -2.1796 -1.1513 -0.132
C -3.4030 -2.0259 0.2878 -0.170
H -2.7663 -1.1285 2.6991 0.085
H -3.2370 0.5539 2.4128 0.086
H -4.4763 -0.7202 2.4266 0.088
H -5.0902 0.1246 0.1536 0.118
H -3.7386 1.2743 0.1945 0.116
H -3.5615 0.9262 -2.1037 0.121
H -4.6230 -0.4860 -2.0396 0.119
H -1.4073 -0.0076 -0.3906 0.125
H 1.6061 1.0392 -3.3128 0.119
H 3.6484 2.0366 -2.3114 0.108
H 4.0622 1.8069 0.1140 0.100
H 0.4400 -0.4106 0.5364 0.102
H -1.9160 -2.7227 -1.1617 0.122
H -3.5727 -2.7287 -1.7725 0.117
H -4.4718 -2.2985 0.3317 0.120
H -2.8623 -2.6868 0.9679 0.115
```


DFT (ωB97M-V/def2-TZVPD) results for a structure of composition C40H63BN7O5SSc.

Properties
- HOMO level (eV) = -8.520
- total charge = 0
- M (g/mol) = 809.8

XYZ file:
```
118
Properties=species:S:1:pos:R:3:lowdin_charge:R:1
Sc -0.2405 0.7433 0.4937 1.051
O -1.5755 4.2865 2.2379 0.088
C -1.4061 3.1285 1.9151 -0.568
O -0.8879 2.6833 0.8182 -0.127
C -1.7843 2.0054 2.8753 -0.171
C -2.4389 2.1446 4.0888 0.028
C -2.6315 1.0016 4.8561 -0.024
C -2.1321 -0.2242 4.4275 0.020
C -1.4689 -0.2645 3.2138 -0.190
N -1.3522 0.8238 2.4660 0.060
C -0.7040 -1.4541 2.6416 -0.595
O -0.7279 -2.5283 3.2218 0.042
O -0.0270 -1.1407 1.5984 -0.115
H -2.7731 3.1226 4.4035 0.124
H -3.1513 1.0702 5.8030 0.112
H -2.2250 -1.1288 5.0115 0.127
C 5.0727 0.8186 -0.4400 -0.071
C 3.5901 0.9850 -0.1269 -0.367
C 3.0455 2.2987 -0.6878 -0.046
C 2.7923 -0.1734 -0.6588 -0.230
C 3.2656 -1.2960 -1.3292 0.031
C 2.1518 -1.9666 -1.8120 -0.166
C 2.2720 -3.2399 -2.6326 -0.330
C 3.4091 -3.0807 -3.6541 -0.064
C 1.0479 -3.7752 -3.3685 -0.070
N 1.0655 -1.2554 -1.4343 0.073
N 1.4577 -0.1705 -0.7070 0.035
B -0.4461 -1.2843 -1.8687 -0.457
N -0.7344 0.0917 -2.4994 0.049
N -0.5757 1.2217 -1.7578 0.051
C -0.8003 2.2581 -2.5590 -0.237
C -1.1230 1.7948 -3.8416 0.047
C -1.0642 0.4169 -3.7662 -0.189
C -1.2401 -0.5864 -4.8668 -0.359
C 0.0551 -0.6979 -5.6762 -0.053
C -2.4156 -0.2170 -5.7682 -0.062
C -0.7032 3.6825 -2.0974 -0.369
C -2.0962 4.2753 -1.8852 -0.045
C 0.1034 4.5186 -3.0910 -0.063
N -1.5023 -1.4837 -0.7129 0.056
N -2.1251 -0.3828 -0.1826 0.046
C -3.1836 -0.8093 0.5045 -0.241
C -3.2329 -2.2030 0.4589 0.053
C -2.1475 -2.5943 -0.3028 -0.192
C -1.7638 -4.0163 -0.5916 -0.329
C -2.1711 -4.4579 -2.0006 -0.053
C -0.3043 -4.2880 -0.2280 -0.034
C -4.1585 0.1445 1.1448 -0.351
C -5.5437 -0.4906 1.2517 -0.064
C -4.2203 1.4667 0.3843 -0.047
H 5.6386 1.6630 -0.0448 0.078
H 5.4737 -0.0934 0.0063 0.078
H 5.2486 0.7730 -1.5167 0.087
H 3.4679 1.0260 0.9523 0.096
H 3.0804 2.2947 -1.7795 0.093
H 2.0093 2.4739 -0.3896 0.054
H 3.6339 3.1438 -0.3240 0.085
H 4.2926 -1.5704 -1.4812 0.102
H 2.5781 -4.0174 -1.9220 0.144
H 3.1765 -2.2775 -4.3556 0.085
H 4.3663 -2.8560 -3.1903 0.066
H 3.5248 -4.0041 -4.2221 0.079
H 0.6711 -3.0602 -4.0989 0.069
H 1.3449 -4.6759 -3.9081 0.089
H 0.2379 -4.0460 -2.6999 0.027
H -0.5933 -2.1487 -2.6576 0.087
H -1.3548 2.3861 -4.7099 0.113
H -1.4475 -1.5558 -4.4103 0.116
H 0.2796 0.2516 -6.1650 0.086
H 0.8999 -0.9456 -5.0323 0.066
H -0.0324 -1.4674 -6.4451 0.082
H -2.2446 0.7417 -6.2601 0.075
H -2.5485 -0.9701 -6.5457 0.079
H -3.3403 -0.1419 -5.1967 0.085
H -0.1926 3.6831 -1.1349 0.108
H -2.6791 4.2342 -2.8083 0.083
H -2.6331 3.7275 -1.1121 0.064
H -2.0235 5.3175 -1.5709 0.084
H -0.4040 4.5820 -4.0560 0.074
H 0.2295 5.5347 -2.7150 0.079
H 1.0916 4.0884 -3.2594 0.076
H -3.9570 -2.8597 0.9079 0.117
H -2.3721 -4.6047 0.1021 0.137
H -1.7645 -3.8087 -2.7742 0.051
H -1.8290 -5.4763 -2.1927 0.084
H -3.2574 -4.4404 -2.0975 0.083
H 0.3827 -3.6575 -0.7880 0.045
H -0.1430 -4.0772 0.8297 0.084
H -0.0534 -5.3322 -0.4265 0.089
H -3.8233 0.3504 2.1661 0.114
H -5.9260 -0.7576 0.2648 0.088
H -5.5275 -1.3912 1.8657 0.074
H -6.2430 0.2118 1.7075 0.080
H -4.6116 1.3064 -0.6228 0.093
H -4.8759 2.1710 0.8995 0.089
H -3.2357 1.9209 0.2826 0.045
C 3.2324 3.8467 5.6423 -0.105
C 2.2152 2.8401 5.1218 -0.299
C 2.8044 1.9789 4.0139 -0.316
S 1.5639 0.8366 3.3382 1.037
O 1.3681 1.3350 1.9201 -0.549
C 2.5429 -0.6777 3.2276 -0.313
C 2.6773 -1.3539 4.5889 -0.270
C 1.3439 -1.7763 5.1984 -0.099
H 2.8024 4.4652 6.4291 0.074
H 3.5688 4.5085 4.8434 0.078
H 4.1096 3.3433 6.0528 0.076
H 1.3337 3.3608 4.7381 0.112
H 1.8687 2.1972 5.9352 0.108
H 3.6732 1.4154 4.3551 0.095
H 3.0963 2.5802 3.1506 0.104
H 3.5115 -0.4316 2.7896 0.097
H 1.9826 -1.2976 2.5236 0.090
H 3.2262 -0.7065 5.2796 0.098
H 3.3087 -2.2329 4.4420 0.115
H 0.7284 -0.9135 5.4607 0.062
H 1.5086 -2.3523 6.1085 0.078
H 0.7680 -2.3843 4.5002 0.054
```